# 1
Below is C2H3ClS in the gas phase, with properties calculated with ωB97M-V/def2-TZVPD.

Results
Energy relative to the best compared isomer or geometry (same formula, charge and spin): 58.6 kcal per mole
Frontier orbital gap (alpha / beta): 9.0 / 6.2 eV
Total charge: 0
E: -25477.0245 eV
HOMO level (alpha / beta): -0.335 / -0.294 hartree

Last column: Mulliken charge in e.
Positions of all 7 atoms, in Å:
C -0.02 -0.25 -0.52  -0.499
C -0.16 0.30 0.81  -0.287
S 0.92 -1.51 -1.23  -0.139
Cl 0.91 0.13 2.07  -0.111
H -1.00 -0.38 -1.00  0.328
H 0.26 0.69 -1.02  0.313
H -0.91 1.02 0.89  0.395

# 2
Below is a molecular structure, C31H32F12IN5O2Pt, with properties calculated with ωB97M-V/def2-TZVPD.

Results
Energy relative to the best compared isomer or geometry (same formula, charge and spin): 0.0 kcal per mole
Frontier orbital gap: 6.7 eV
Total charge: +2
E: -88158.2319 eV
HOMO level: -0.451 hartree

Last column: Mulliken charge in e.
Positions of all 84 atoms, in Å:
Pt 0.07 0.24 -0.80  3.086
C -3.17 -2.84 4.40  -1.641
C -2.16 -2.26 3.46  0.246
C -1.07 -1.53 3.92  -1.127
C -0.15 -0.99 3.04  -0.725
C -0.26 -1.18 1.66  -0.071
N 0.72 -0.64 0.82  1.780
C 2.05 -0.42 1.24  -0.151
C 2.72 -1.50 1.80  -0.293
C 4.02 -1.39 2.24  -1.162
C 4.71 -0.19 2.11  0.326
C 6.14 -0.05 2.56  -1.611
C 4.05 0.88 1.53  -0.816
C 2.73 0.80 1.08  -0.603
C 2.05 2.06 0.53  1.211
O 0.97 1.93 -0.34  -0.880
C 3.06 2.99 -0.21  0.378
F 2.41 3.83 -1.03  -0.252
F 3.79 3.73 0.62  -0.252
F 3.89 2.28 -0.98  -0.191
C 1.45 2.83 1.75  0.339
F 2.30 3.05 2.73  -0.258
F 0.93 4.00 1.37  -0.284
F 0.42 2.09 2.25  -0.225
C -1.36 -1.90 1.17  -0.760
C -2.28 -2.42 2.08  -0.675
C -1.55 -2.24 -0.32  1.524
O -0.92 -1.43 -1.27  -1.032
C -1.02 -3.69 -0.56  0.408
F 0.30 -3.72 -0.31  -0.165
F -1.22 -4.06 -1.83  -0.279
F -1.60 -4.58 0.24  -0.215
C -3.07 -2.21 -0.72  0.447
F -3.79 -3.27 -0.38  -0.248
F -3.67 -1.11 -0.16  -0.256
F -3.23 -2.05 -2.05  -0.315
H -2.74 -3.02 5.38  0.409
H -3.56 -3.79 4.03  0.409
H -4.02 -2.17 4.53  0.306
H -0.94 -1.37 4.98  0.455
H 0.69 -0.42 3.42  0.638
H 2.19 -2.45 1.89  0.593
H 4.51 -2.25 2.68  0.449
H 6.38 -0.78 3.33  0.414
H 6.33 0.94 2.97  0.404
H 6.83 -0.20 1.73  0.295
H 4.58 1.81 1.44  0.606
H -3.12 -3.01 1.73  0.588
N -5.15 0.92 -2.38  -0.012
C -3.71 1.19 -2.00  1.204
C -3.68 1.89 -0.65  -1.832
C -2.25 2.26 -0.23  0.417
N -1.50 1.06 0.29  -0.928
C -1.54 2.99 -1.36  -1.380
C -1.57 2.25 -2.69  0.222
N -0.81 0.96 -2.64  -0.804
C -3.02 1.98 -3.11  -1.750
H -5.61 0.35 -1.66  0.393
H -5.22 0.42 -3.27  0.412
H -5.69 1.79 -2.47  0.390
H -3.28 0.19 -1.93  -0.645
H -4.15 1.26 0.11  0.474
H -4.25 2.82 -0.71  0.666
H -2.33 2.94 0.62  0.447
H -2.15 0.32 0.56  -0.038
H -1.02 1.33 1.15  0.381
H -0.52 3.24 -1.07  -0.151
H -2.07 3.94 -1.50  0.852
H -1.09 2.87 -3.44  0.536
H -0.14 0.92 -3.40  0.487
H -1.41 0.14 -2.78  0.308
H -3.04 1.42 -4.05  0.414
H -3.52 2.94 -3.27  0.537
I 4.02 -4.01 -1.82  0.148
C 3.32 -2.10 -2.24  -0.578
C 3.96 -1.26 -3.14  -0.072
C 3.45 0.01 -3.35  -1.131
C 2.33 0.41 -2.66  0.139
N 1.70 -0.42 -1.81  0.571
C 2.18 -1.65 -1.60  0.148
H 4.85 -1.59 -3.66  0.464
H 3.94 0.71 -4.02  0.501
H 1.94 1.42 -2.73  0.356
H 1.64 -2.25 -0.89  0.031

# 3
Below is 2 unconnected molecules or ions with the total composition C3H9N2O, with properties calculated with ωB97M-V/def2-TZVPD.

Results
Energy relative to the best compared isomer or geometry (same formula, charge and spin): 110.8 kcal per mole
Frontier orbital gap: 10.3 eV
Total charge: +1
E: -8274.2670 eV
HOMO level: -0.519 hartree

Last column: Mulliken charge in e.
Positions of all 15 atoms, in Å:
C -0.29 1.00 -0.35  -0.450
C -1.62 -0.88 0.12  -0.307
C 0.44 -0.29 -0.37  -0.027
N 1.63 -0.32 0.65  -0.345
N -1.34 0.45 0.64  -0.430
O -0.31 -1.40 -0.19  -0.342
H 0.42 1.79 0.06  0.259
H -0.78 1.38 -1.29  0.327
H -2.19 -1.45 0.86  0.293
H -2.18 -0.97 -0.78  0.321
H 1.08 -0.21 -1.97  0.316
H 2.28 0.46 0.67  0.346
H 1.23 -0.68 1.59  0.384
H 2.15 -1.13 0.24  0.404
H -2.13 1.02 0.61  0.250

# 4
Below is C3H3NO2 in the gas phase, with properties calculated with ωB97M-V/def2-TZVPD.

Results
Energy relative to the best compared isomer or geometry (same formula, charge and spin): 72.7 kcal per mole
Frontier orbital gap: 9.8 eV
Total charge: 0
E: -8741.9790 eV
HOMO level: -0.328 hartree

Last column: Mulliken charge in e.
Positions of all 9 atoms, in Å:
C 0.15 0.56 -0.37  0.352
C 0.85 0.05 0.55  0.080
C -0.87 -1.27 0.44  0.073
H -0.04 1.68 -2.02  0.348
H 1.53 0.77 1.21  0.223
H -1.54 -2.00 0.87  0.341
N -0.99 -0.28 -0.43  -0.626
O 0.56 1.45 -1.30  -0.503
O 0.34 -0.96 1.05  -0.288

# 5
Below is a molecular structure, C7H16, with properties calculated with ωB97M-V/def2-TZVPD.

Results
Energy relative to the best compared isomer or geometry (same formula, charge and spin): 96.4 kcal per mole
Frontier orbital gap: 8.5 eV
Total charge: 0
E: -7514.7181 eV
HOMO level: -0.278 hartree

Last column: Mulliken charge in e.
Positions of all 23 atoms, in Å:
C 2.44 0.21 -0.98  -1.302
C 1.63 0.03 0.31  -0.309
C 0.39 -0.74 -0.07  -0.519
C -0.46 -0.89 2.07  -1.208
C -0.69 0.05 -0.77  0.730
C -0.89 1.54 -0.45  -1.389
C -2.03 -0.70 -0.80  -1.626
H 2.55 -0.76 -1.49  0.353
H 3.44 0.60 -0.76  0.396
H 1.95 0.90 -1.67  0.274
H 2.23 -0.56 1.02  0.375
H 1.48 1.02 0.77  0.337
H -0.10 -1.37 1.02  0.460
H 0.35 -1.16 2.76  0.364
H -0.65 0.18 2.10  0.274
H -1.37 -1.46 2.27  0.330
H -0.28 -0.01 -1.79  0.318
H -1.61 1.98 -1.16  0.422
H -1.30 1.68 0.56  0.253
H 0.04 2.10 -0.52  0.325
H -2.70 -0.27 -1.56  0.433
H -1.87 -1.76 -1.02  0.389
H -2.54 -0.62 0.17  0.319

# 6
Below is a molecular structure, C39H64N9OS3SbSc, with properties calculated with ωB97M-V/def2-TZVPD.

Results
Energy relative to the best compared isomer or geometry (same formula, charge and spin): 8.5 kcal per mole
Frontier orbital gap: 5.9 eV
Total charge: -1
E: -116688.8884 eV
HOMO level: -0.142 hartree

Last column: Mulliken charge in e.
Positions of all 118 atoms, in Å:
Sc 0.13 0.70 -0.17  0.761
S -1.93 2.46 2.46  -0.516
C -2.52 0.88 2.25  0.943
S -2.01 -0.19 0.94  -0.242
C -3.39 0.31 3.18  0.373
C -3.88 -1.03 3.08  -0.082
N -4.31 -2.10 3.03  -0.659
C -3.84 1.04 4.32  -0.188
N -4.22 1.58 5.26  -0.711
C -0.86 5.26 0.89  -0.329
N -1.76 4.74 -0.11  0.914
C -2.78 5.63 -0.59  -1.364
C -1.61 3.46 -0.57  -1.042
N -0.44 2.87 -0.66  1.791
C 0.70 3.63 -1.01  0.821
C 0.59 4.48 -2.09  -0.731
C 1.67 5.22 -2.57  -1.280
C 2.90 5.09 -1.99  -0.812
C 3.08 4.20 -0.90  1.489
C 4.38 4.06 -0.37  -1.034
C 4.62 3.20 0.66  -1.087
C 3.56 2.48 1.21  -0.355
C 2.26 2.62 0.77  0.424
N 1.25 1.85 1.39  1.857
C 1.27 1.70 2.70  -1.067
N 1.71 2.66 3.58  0.776
C 2.49 2.31 4.74  -1.357
C 1.71 4.08 3.28  -0.557
N 0.82 0.57 3.29  1.205
C 1.00 -0.75 2.72  -1.049
C 0.09 0.60 4.55  -1.372
C 1.98 3.46 -0.36  -1.188
N -2.75 2.85 -0.97  0.682
C -3.98 2.93 -0.19  -1.347
C -2.77 1.85 -2.02  -1.287
H -1.44 5.77 1.66  0.496
H -0.12 5.95 0.47  0.240
H -0.37 4.41 1.34  -1.054
H -2.32 6.59 -0.86  0.392
H -3.54 5.83 0.17  0.371
H -3.26 5.22 -1.47  0.370
H -0.37 4.55 -2.58  0.531
H 1.53 5.89 -3.42  0.365
H 3.76 5.63 -2.36  0.391
H 5.19 4.63 -0.82  0.394
H 5.62 3.05 1.04  0.391
H 3.75 1.75 1.99  0.557
H 2.64 1.23 4.78  0.380
H 2.01 2.63 5.66  0.332
H 3.48 2.79 4.68  0.404
H 1.01 4.29 2.49  0.155
H 2.70 4.43 2.97  0.266
H 1.40 4.62 4.17  0.409
H 1.57 -0.69 1.79  -0.339
H 0.04 -1.22 2.52  0.133
H 1.56 -1.37 3.43  0.519
H -0.20 1.62 4.80  0.392
H 0.68 0.17 5.37  0.351
H -0.82 0.02 4.43  0.281
H -4.79 3.34 -0.80  0.272
H -3.82 3.52 0.70  0.417
H -4.25 1.92 0.13  0.385
H -1.89 1.96 -2.64  0.248
H -3.67 2.00 -2.62  0.533
H -2.78 0.83 -1.61  0.204
S 2.15 -0.43 -0.66  -0.780
C 1.59 -5.96 0.52  -1.970
C 1.75 -4.47 0.25  2.027
C 2.79 -4.26 -0.85  -1.903
C 2.27 -3.77 1.51  -1.639
Sb -0.11 -3.38 -0.24  -0.081
C -1.68 -4.61 0.75  1.667
C -1.75 -6.12 0.56  -1.677
C -3.03 -4.01 0.36  -1.707
C -1.44 -4.32 2.24  -1.616
C -0.40 -3.79 -2.40  1.666
C -1.70 -3.07 -2.79  -1.529
C -0.49 -5.25 -2.80  -1.757
C 0.73 -3.11 -3.17  -1.478
H 2.59 -6.40 0.65  0.501
H 1.09 -6.49 -0.29  0.299
H 1.03 -6.14 1.44  0.301
H 3.76 -4.61 -0.48  0.597
H 2.89 -3.21 -1.12  0.225
H 2.55 -4.85 -1.74  0.320
H 3.20 -4.25 1.84  0.542
H 1.57 -3.83 2.34  0.307
H 2.49 -2.72 1.31  0.092
H -1.80 -6.42 -0.49  0.154
H -2.67 -6.49 1.04  0.484
H -0.92 -6.65 1.02  0.298
H -3.36 -4.37 -0.61  0.317
H -3.02 -2.91 0.35  0.119
H -3.78 -4.30 1.10  0.529
H -0.48 -4.70 2.59  0.224
H -2.23 -4.80 2.84  0.539
H -1.50 -3.25 2.45  0.072
H -2.59 -3.55 -2.38  0.295
H -1.79 -3.06 -3.88  0.455
H -1.70 -2.03 -2.45  0.074
H -1.32 -5.76 -2.31  0.284
H 0.43 -5.79 -2.56  0.188
H -0.64 -5.34 -3.88  0.494
H 0.90 -2.09 -2.83  0.030
H 0.48 -3.11 -4.24  0.601
H 1.68 -3.63 -3.06  0.079
C 1.64 0.05 -5.36  -0.958
N 0.52 0.21 -4.45  0.516
C -0.80 -0.14 -4.95  -0.889
C 0.72 0.53 -3.18  -0.975
O -0.20 0.62 -2.35  0.481
H 1.50 0.67 -6.24  0.345
H 1.73 -1.00 -5.67  0.303
H 2.55 0.34 -4.85  0.296
H -0.77 -1.12 -5.43  0.384
H -1.15 0.60 -5.67  0.297
H -1.49 -0.18 -4.11  0.146
H 1.76 0.69 -2.88  0.242

# 7
Below is C3H4INO2 in the gas phase, with properties calculated with ωB97M-V/def2-TZVPD.

Results
Energy relative to the best compared isomer or geometry (same formula, charge and spin): 0.0 kcal per mole
Frontier orbital gap: 10.0 eV
Total charge: 0
E: -16861.4350 eV
HOMO level: -0.367 hartree

Last column: Mulliken charge in e.
Positions of all 11 atoms, in Å:
C -1.18 1.86 -0.09  0.476
C -0.12 0.07 -1.08  -0.591
C 0.66 0.36 0.28  -0.272
N 0.08 1.65 0.51  -0.159
O -1.99 2.68 0.12  -0.516
O -1.32 0.82 -0.95  -0.336
I 2.80 0.23 -0.08  0.028
H 0.50 0.33 -1.95  0.339
H -0.24 -0.93 -1.16  0.418
H 0.44 -0.48 1.02  0.383
H 0.34 2.30 1.28  0.229

# 8
Below is a molecular structure, C8H16BaO14, with properties calculated with ωB97M-V/def2-TZVPD.

Results
Energy relative to the best compared isomer or geometry (same formula, charge and spin): 15.6 kcal per mole
Frontier orbital gap: 5.3 eV
Total charge: -2
E: -37920.4832 eV
HOMO level: -0.054 hartree

Last column: Mulliken charge in e.
Positions of all 39 atoms, in Å:
Ba 0.60 -0.41 -0.50  1.937
O 4.93 1.10 1.50  -0.488
C 3.89 1.75 0.86  0.480
O 2.81 1.19 0.57  -0.484
O 4.03 3.00 0.86  -0.763
H 5.30 1.93 1.85  0.285
O -2.79 -3.22 0.84  -0.532
C -1.83 -2.37 0.44  0.689
O -1.80 -1.19 0.84  -0.664
O -0.88 -2.73 -0.32  -0.820
H -3.31 -2.61 1.39  0.298
O -2.50 1.32 2.35  -0.527
C -1.52 2.17 1.85  0.439
O -1.60 3.38 2.16  -0.773
O -0.50 1.64 1.33  -0.531
H -2.11 0.53 1.89  0.453
O -1.00 2.63 -3.30  -0.532
C -0.34 2.91 -2.15  0.657
O 0.52 2.10 -1.70  -0.772
O -0.64 3.97 -1.56  -0.705
H -1.50 3.48 -3.32  0.284
C 2.33 -0.97 3.08  -0.837
C 2.56 -2.28 2.31  -0.274
O 2.13 -2.17 0.96  -0.355
H 3.02 -0.19 2.73  0.006
H 2.57 -1.17 4.13  0.365
H 1.33 -0.54 3.06  0.314
H 1.90 -2.97 2.86  0.295
H 3.53 -2.77 2.40  0.321
H 2.15 -3.05 0.57  0.181
C -3.12 -0.94 -2.68  -0.948
C -2.10 -0.35 -3.64  -0.205
O -0.92 -0.14 -2.87  -0.410
H -2.70 -1.77 -2.11  0.110
H -4.02 -1.37 -3.14  0.402
H -3.50 -0.26 -1.91  0.276
H -2.43 0.63 -3.99  0.252
H -1.91 -0.95 -4.53  0.238
H -0.55 0.73 -3.11  0.337

# 9
Below is C17H23N3O3S in the gas phase, with properties calculated with ωB97M-V/def2-TZVPD.

Results
Energy relative to the best compared isomer or geometry (same formula, charge and spin): 70.1 kcal per mole
Frontier orbital gap: 8.5 eV
Total charge: 0
E: -39449.5035 eV
HOMO level: -0.292 hartree

Last column: Mulliken charge in e.
Positions of all 47 atoms, in Å:
C -4.08 -3.73 1.64  -1.356
C -3.65 -3.14 0.30  -0.296
C -4.14 -1.71 0.14  -0.610
C -3.67 -1.07 -1.18  -0.789
C -2.19 -0.78 -1.11  0.856
O -1.37 -1.68 -1.18  -0.685
N -1.77 0.52 -0.92  0.338
C -0.43 0.74 -0.71  0.150
N 0.05 1.92 -0.47  -0.145
N 1.36 1.93 -0.29  -0.713
C 1.92 0.77 -0.39  0.169
C 3.33 0.54 -0.23  0.862
C 4.19 1.61 0.04  -0.545
C 5.54 1.40 0.19  -0.498
C 6.08 0.12 0.08  0.889
C 5.23 -0.95 -0.19  -0.581
C 3.87 -0.74 -0.34  -0.899
H 3.22 -1.58 -0.55  0.278
H 5.61 -1.96 -0.28  0.394
O 7.42 0.02 0.25  -0.454
C 8.03 -1.24 0.15  -0.837
H 7.89 -1.68 -0.84  0.338
H 7.65 -1.93 0.91  0.338
H 9.09 -1.07 0.32  0.240
H 6.21 2.22 0.40  0.418
H 3.77 2.60 0.13  0.478
S 0.76 -0.52 -0.74  -0.144
C -2.61 1.70 -0.89  -1.228
C -3.13 2.00 0.53  0.068
O -3.94 3.14 0.58  -0.411
C -3.25 4.36 0.50  -0.689
H -2.42 4.40 1.22  0.305
H -3.98 5.14 0.74  0.272
H -2.86 4.55 -0.50  0.273
H -2.27 2.10 1.20  0.417
H -3.76 1.18 0.87  -0.086
H -1.98 2.53 -1.22  0.596
H -3.44 1.60 -1.59  0.283
H -4.26 -0.18 -1.39  0.274
H -3.82 -1.78 -1.99  0.458
H -3.79 -1.11 0.98  0.247
H -5.23 -1.69 0.15  0.402
H -2.57 -3.17 0.22  0.261
H -4.06 -3.75 -0.51  0.311
H -3.73 -4.75 1.74  0.400
H -3.66 -3.15 2.46  0.327
H -5.16 -3.72 1.74  0.321

Copy entry 4 word for word.
Below is C3H3NO2 in the gas phase, with properties calculated with ωB97M-V/def2-TZVPD.

Results
Energy relative to the best compared isomer or geometry (same formula, charge and spin): 72.7 kcal per mole
Frontier orbital gap: 9.8 eV
Total charge: 0
E: -8741.9790 eV
HOMO level: -0.328 hartree

Last column: Mulliken charge in e.
Positions of all 9 atoms, in Å:
C 0.15 0.56 -0.37  0.352
C 0.85 0.05 0.55  0.080
C -0.87 -1.27 0.44  0.073
H -0.04 1.68 -2.02  0.348
H 1.53 0.77 1.21  0.223
H -1.54 -2.00 0.87  0.341
N -0.99 -0.28 -0.43  -0.626
O 0.56 1.45 -1.30  -0.503
O 0.34 -0.96 1.05  -0.288